Formula: C57H147N8O12P3
Source: OMol25
Level of theory: ωB97M-V with the def2-TZVPD basis set

Strongest force on any atom (hartree/bohr): 0.0517
Lowest unoccupied orbital energy (eV): 0.49
Frontier orbital gap (eV): 8.3718
Charge: 0
Energy relative to the best compared isomer or geometry (same formula, charge and spin) (eV): 0.000
Energy (eV): -125854.62802
HOMO (eV): -7.885
SMILES: COP(=O)(OC)OC.COP(=O)(OC)OC.COP(=O)(OC)OC.CCN(CC)CC.CCN(CC)CC.CCN(CC)CC.CCN(CC)CC.CCN(CC)CC.CCN(CC)CC.CCN(CC)CC.CCN(CC)CC

Atoms and positions in Å:
C1 -6.53973 3.15719 -1.06287
O1 -6.45705 1.80149 -1.52476
P1 -7.10252 0.61947 -0.70337
O2 -8.33958 0.91511 0.05694
O3 -7.20096 -0.40393 -1.92356
C2 -7.99518 -1.54082 -1.62119
O4 -6.01986 0.06732 0.24247
C3 -4.70332 -0.05472 -0.20362
H1 -7.42762 3.22181 -0.41856
H2 -6.55359 3.79237 -1.95374
H3 -5.63113 3.32154 -0.45419
H4 -7.33470 -2.33043 -1.39773
H5 -8.72229 -1.75185 -2.40382
H6 -8.57217 -1.36204 -0.70690
H7 -4.08699 0.77845 0.17152
H8 -4.69536 -0.03105 -1.28473
H9 -4.24506 -0.99465 0.10793
C4 6.97421 2.15214 -0.28053
O5 6.97208 0.76013 -0.59490
P2 6.88269 0.33933 -2.13180
O6 7.74561 1.11049 -3.04757
O7 5.31332 0.54223 -2.38480
C5 4.76889 0.58683 -3.70400
O8 7.12080 -1.20551 -2.10311
C6 6.31316 -2.07855 -1.39844
H10 7.67787 2.63481 -0.94626
H11 7.22073 2.21614 0.78320
H12 5.97340 2.50670 -0.51310
H13 4.07758 -0.23844 -3.78684
H14 5.52681 0.52205 -4.45691
H15 4.16890 1.50381 -3.78706
H16 5.28098 -1.91573 -1.71783
H17 6.34975 -1.82190 -0.33216
H18 6.62167 -3.10577 -1.58157
C7 0.27846 3.63994 3.31831
O9 1.00751 3.14834 2.19756
P3 2.03197 4.08726 1.44488
O10 1.65690 5.48385 1.18163
O11 2.32359 3.20457 0.16763
C8 2.58275 3.68229 -1.12255
O12 3.20960 4.10203 2.53699
C9 4.24316 5.07337 2.58204
H19 -0.17680 2.78894 3.81020
H20 -0.50052 4.35897 2.99002
H21 0.99010 4.14874 3.98839
H22 3.66711 3.77884 -1.29924
H23 2.14839 4.67974 -1.16304
H24 2.11059 2.99036 -1.83576
H25 4.33580 5.28359 3.63491
H26 3.93118 5.96864 2.02336
H27 5.12637 4.58990 2.14148
C10 0.00470 3.13274 -4.01981
C11 -0.47100 4.57393 -3.79582
N1 -1.40076 4.77529 -2.72972
C12 -0.75156 4.64257 -1.39021
C13 -1.69877 4.83621 -0.23376
C14 -2.14486 5.99974 -2.86822
C15 -1.33001 7.31303 -2.90144
H28 0.54050 2.69425 -3.17661
H29 0.67436 3.02979 -4.88290
H30 -0.83316 2.47428 -4.17900
H31 0.37565 5.26420 -3.73488
H32 -0.90536 4.87960 -4.75564
H33 0.05072 5.39422 -1.27858
H34 -0.34280 3.61986 -1.36087
H35 -1.95426 5.87993 -0.12950
H36 -1.14593 4.52201 0.64347
H37 -2.58646 4.20002 -0.36717
H38 -2.61587 6.04861 -3.87218
H39 -2.95093 5.96528 -2.12039
H40 -0.53516 7.27283 -3.66000
H41 -1.96820 8.14679 -3.19935
H42 -0.86558 7.55368 -1.93435
C16 5.83781 0.87830 6.84980
C17 5.39407 1.24233 5.46024
N2 4.38530 0.37385 4.88434
C18 3.06510 0.44132 5.51782
C19 2.32688 1.77002 5.28328
C20 4.31355 0.53328 3.44060
C21 5.21648 -0.45336 2.71530
H43 5.03351 1.01518 7.59678
H44 6.71317 1.46246 7.12394
H45 6.11498 -0.16507 6.87150
H46 5.07429 2.28660 5.41567
H47 6.27244 1.13580 4.79876
H48 2.45891 -0.36774 5.06577
H49 3.14700 0.14207 6.58966
H50 1.24396 1.60366 5.39894
H51 2.59505 2.57525 5.99423
H52 2.54161 2.08111 4.26054
H53 4.61084 1.54342 3.11917
H54 3.28667 0.46441 3.11122
H55 4.93983 -1.49944 2.81162
H56 6.23535 -0.39771 3.14371
H57 5.32006 -0.12362 1.68153
C22 -3.40608 -0.31453 -4.25637
C23 -4.79479 0.32465 -4.55322
N3 -4.76947 1.34965 -5.55216
C24 -4.46142 0.86398 -6.91580
C25 -5.40299 1.54549 -7.91820
C26 -4.11710 2.57092 -5.23254
C27 -4.77998 3.19876 -3.97869
H58 -3.57106 -1.09982 -3.54797
H59 -2.73839 0.41220 -3.78969
H60 -2.82079 -0.71335 -5.09520
H61 -5.50912 -0.48901 -4.76589
H62 -5.17024 0.76493 -3.64667
H63 -3.40361 1.03610 -7.13405
H64 -4.49803 -0.23366 -6.95266
H65 -5.39907 2.64497 -7.81048
H66 -5.19170 1.28726 -8.94591
H67 -6.41634 1.26404 -7.64211
H68 -4.20193 3.24118 -6.08633
H69 -3.04319 2.41646 -5.08950
H70 -4.59398 2.59699 -3.11399
H71 -5.88945 3.23874 -4.02977
H72 -4.30941 4.17103 -3.85484
C28 2.90985 -3.26406 3.48488
C29 1.67993 -4.11557 3.50413
N4 1.82095 -5.47309 2.99244
C30 2.41299 -5.55557 1.69300
C31 1.66946 -4.91920 0.57874
C32 0.52668 -6.12669 3.11564
C33 0.53157 -7.54598 2.70064
H73 3.69798 -3.79697 4.04431
H74 2.67622 -2.37940 4.06819
H75 3.33497 -2.98649 2.52450
H76 1.27110 -4.09851 4.49956
H77 0.88166 -3.62001 2.89384
H78 3.39377 -5.07936 1.76247
H79 2.67399 -6.59177 1.47888
H80 0.66857 -5.24086 0.28097
H81 1.44191 -3.89169 0.84346
H82 2.30700 -4.98196 -0.28506
H83 -0.30126 -5.61450 2.62318
H84 0.35658 -6.08509 4.19097
H85 -0.37170 -8.10024 2.93751
H86 1.41770 -8.12576 2.98876
H87 0.53290 -7.57314 1.60534
C34 1.20689 -0.22012 -5.08963
C35 1.58896 -1.61210 -5.52596
N5 3.04278 -1.79614 -5.65637
C36 3.51425 -3.14901 -5.58814
C37 4.95233 -3.35641 -5.10234
C38 3.67909 -0.96546 -6.63722
C39 3.09693 -0.93592 -8.03967
H88 0.14862 -0.22342 -4.80895
H89 1.31478 0.58990 -5.83379
H90 1.71839 0.04517 -4.14694
H91 1.17690 -2.27503 -4.73683
H92 1.17261 -1.96596 -6.48268
H93 3.33900 -3.66659 -6.55653
H94 2.89934 -3.66186 -4.83930
H95 5.21291 -2.80932 -4.17588
H96 5.67942 -3.08787 -5.89294
H97 5.14145 -4.42034 -4.85438
H98 3.59571 0.07173 -6.33371
H99 4.75641 -1.21412 -6.67682
H100 3.86494 -0.48874 -8.67157
H101 2.86353 -1.92628 -8.51810
H102 2.18479 -0.31783 -8.14623
C40 -1.27863 -2.59840 4.99917
C41 -1.60840 -1.68268 6.20709
N6 -1.46649 -0.26860 5.80842
C42 -2.37168 0.24563 4.77219
C43 -3.90928 0.13219 5.08818
C44 -1.55836 0.57476 7.03497
C45 -0.53638 0.22428 8.08885
H103 -1.88764 -2.43951 4.13342
H104 -1.21525 -3.62321 5.34850
H105 -0.23572 -2.36902 4.71975
H106 -2.52630 -1.87479 6.75208
H107 -0.80345 -1.86905 6.93513
H108 -1.96936 1.26405 4.61485
H109 -2.18117 -0.36669 3.87460
H110 -4.20359 0.59207 6.02610
H111 -4.57936 0.52394 4.31847
H112 -4.15641 -0.91941 5.15835
H113 -2.56017 0.53403 7.46915
H114 -1.51150 1.63289 6.77298
H115 -0.81027 -0.56272 8.80721
H116 -0.28803 1.13797 8.63042
H117 0.36892 -0.13477 7.57086
C46 -1.84135 -3.16477 -0.23772
C47 -2.42583 -2.64948 1.08070
N7 -3.84148 -2.97046 1.18991
C48 -4.11149 -4.38555 1.16399
C49 -3.48485 -5.14208 2.31560
C50 -4.41068 -2.27998 2.31204
C51 -5.92197 -2.45792 2.48653
H118 -2.45179 -2.98774 -1.12287
H119 -1.69048 -4.24818 -0.22425
H120 -0.85068 -2.72806 -0.42109
H121 -1.84886 -2.97197 1.95409
H122 -2.33182 -1.55819 1.13504
H123 -5.18657 -4.53408 1.24104
H124 -3.81331 -4.77447 0.17512
H125 -2.43796 -4.91533 2.40499
H126 -4.00763 -4.98508 3.25470
H127 -3.64195 -6.19915 2.10015
H128 -4.17944 -1.21233 2.25960
H129 -3.90631 -2.64232 3.23387
H130 -6.32793 -1.65145 3.08331
H131 -6.27630 -3.35560 2.99754
H132 -6.41435 -2.48813 1.51009
C52 -1.48563 0.43860 -1.15308
C53 -0.31086 0.80189 -0.24637
N8 0.63875 -0.20822 -0.00904
C54 1.38172 -0.08624 1.26867
C55 0.47401 -0.26371 2.45990
C56 1.63273 -0.36832 -1.13806
C57 2.21266 -1.78940 -1.21785
H133 -1.17009 -0.20346 -1.97286
H134 -2.03929 1.26767 -1.54751
H135 -2.20153 -0.08820 -0.51622
H136 0.18675 1.69255 -0.71209
H137 -0.75355 1.15155 0.69725
H138 2.05342 -0.94505 1.26700
H139 1.89453 0.86706 1.29525
H140 1.09972 -0.12811 3.36818
H141 -0.32513 0.45812 2.60958
H142 0.05764 -1.26844 2.46660
H143 2.38869 0.43781 -1.10976
H144 1.10752 -0.25108 -2.08506
H145 2.72648 -2.11738 -0.31316
H146 2.94817 -1.79275 -2.05412
H147 1.38046 -2.46515 -1.40112

Cartesian forces, eV/Å:
0.36 -0.51 0.74
0.04 -0.06 -0.31
-2.28 1.09 -0.62
0.97 -0.23 -0.79
-0.17 0.61 0.15
-1.09 0.32 0.74
0.30 -0.59 1.64
1.55 0.15 -0.45
0.19 0.47 -0.36
-0.13 -0.04 0.45
-0.42 0.37 -0.31
0.64 -1.34 -0.15
0.41 0.00 -0.23
-0.08 0.02 -0.14
-0.32 -0.16 -0.08
0.33 0.04 -0.40
-0.41 -0.01 0.09
-0.32 -0.43 -0.25
0.19 -1.05 -0.41
-0.11 1.55 -0.16
-0.49 -0.83 0.52
0.56 -0.04 0.43
-0.92 0.25 0.53
1.50 0.66 -1.08
-1.42 -0.24 1.13
0.31 0.39 0.23
-0.04 0.26 -0.34
-0.13 0.44 0.34
-0.10 -0.40 -0.27
0.44 0.13 -0.45
0.41 -0.08 -0.13
-0.10 -0.38 0.03
0.08 -0.38 -0.06
0.08 0.13 0.00
0.09 1.03 0.14
-0.01 -0.34 -0.85
0.09 1.05 0.95
-0.34 -0.21 -0.56
0.24 -0.96 1.84
0.29 0.90 -0.62
-0.78 -1.40 -0.79
-0.25 -0.11 -0.75
0.02 -0.09 0.03
0.45 -0.42 0.16
-0.45 -0.19 0.02
-0.36 -0.30 0.01
-0.04 0.02 -0.58
0.29 0.35 0.25
0.54 0.29 0.21
0.29 -0.21 0.22
0.04 0.54 0.32
0.33 -0.02 0.38
0.73 -0.21 -1.28
-0.01 -0.53 0.99
-0.15 0.03 -1.20
0.03 -0.64 -0.30
-0.37 0.84 -1.01
0.23 0.01 0.63
0.05 0.18 0.16
-0.17 0.30 0.09
-0.51 -0.18 -0.17
0.54 -0.09 0.31
-0.48 -0.02 0.20
0.11 -0.35 -0.10
0.08 0.47 0.09
-0.32 0.22 0.18
-0.13 0.00 0.40
0.11 0.29 0.17
-0.14 -0.73 0.49
0.26 0.48 -0.24
-0.19 -0.14 0.24
-0.10 -0.04 0.18
-0.07 0.02 -0.24
-0.58 -0.08 0.51
0.42 -0.16 -0.72
-0.44 -0.30 0.40
-0.06 -0.44 0.22
-0.23 -0.16 0.72
0.44 -0.06 -0.09
0.89 0.47 0.24
0.44 0.10 -0.25
-0.06 0.14 0.17
0.12 -0.40 0.04
0.02 0.36 -0.01
-0.25 0.25 0.20
0.25 0.32 0.13
0.00 0.48 -0.64
0.26 0.08 -0.11
0.10 -0.37 -0.41
-0.21 0.29 0.08
0.04 0.10 0.17
-0.31 -0.37 -0.12
-0.36 0.05 -0.14
-0.35 0.08 -0.11
-0.10 -0.38 -0.26
-0.06 0.70 -0.01
1.07 -0.78 0.06
-1.03 -1.29 -1.87
0.09 0.37 0.55
0.03 0.18 0.74
-0.70 0.29 0.92
0.26 0.14 -1.00
0.12 -0.66 0.52
-0.07 0.11 0.13
-0.59 0.00 -0.16
0.15 0.45 -0.45
-0.10 0.06 0.54
0.21 0.42 -0.25
-0.59 0.23 0.04
0.33 -0.44 -0.09
0.02 -0.10 -0.30
-0.15 -0.21 -0.24
-0.14 0.12 -0.02
0.36 0.18 0.33
0.46 -0.23 0.62
0.71 0.22 -0.49
-0.30 0.23 0.36
0.85 -0.40 0.95
-0.90 0.31 -1.82
-0.36 0.01 0.99
0.83 -0.57 0.38
-0.89 0.84 -0.65
0.52 0.09 1.51
0.28 -1.26 -1.72
-0.07 0.22 -0.19
0.16 0.40 -0.13
-0.33 0.01 -0.22
-0.03 -0.51 0.54
0.22 0.13 0.28
0.01 0.13 -0.06
-0.26 -0.20 -0.03
0.13 -0.90 0.29
0.47 0.53 -0.22
0.10 0.37 -0.65
-0.09 0.41 -0.22
-0.51 0.08 0.14
-0.11 0.11 0.51
-0.24 0.28 0.35
0.13 -0.11 -0.11
-0.60 0.73 0.17
0.78 -0.92 -0.16
0.01 0.49 1.49
-0.43 -0.88 0.33
0.77 -0.08 -0.32
0.08 0.16 -0.25
-0.39 -0.80 -1.38
-0.06 0.01 -0.18
0.23 -0.43 0.28
0.13 -0.04 -0.58
0.59 0.02 -0.45
-0.69 0.47 0.15
0.28 -0.14 0.28
-0.21 0.04 -0.25
-0.38 0.06 -0.53
-0.19 -0.05 0.50
-0.28 0.43 -0.34
0.31 0.36 0.48
-0.54 0.09 0.06
-0.12 0.13 -0.19
0.26 0.67 0.67
0.41 -0.28 0.27
1.09 0.56 1.45
1.28 0.31 -1.06
-0.23 0.43 1.46
-0.26 -0.61 0.17
0.75 0.16 -0.22
-0.74 -0.32 -0.55
0.86 -0.10 -0.10
-0.55 -0.25 -0.32
-0.54 -0.37 -0.26
-0.42 0.18 -0.06
-0.64 -0.27 -0.20
-0.30 0.04 -0.19
-0.76 -0.26 -0.27
-0.05 0.50 0.09
0.11 0.16 0.13
0.38 0.19 -0.15
-0.02 -0.37 0.11
-0.30 -0.39 0.19
0.55 0.01 -0.38
-0.21 0.35 -0.29
0.11 -0.18 0.20
-0.08 0.28 0.26
0.81 -0.34 0.19
-0.20 0.34 -0.81
0.12 0.81 -0.68
-0.33 -0.08 -0.09
-0.57 -0.91 -0.38
-0.30 -0.55 1.45
-0.20 -0.21 -0.34
-0.28 0.39 0.21
0.01 -0.01 0.20
-0.22 0.06 0.12
0.21 -0.40 -0.01
-0.07 0.00 -0.24
-0.17 0.09 -0.25
0.01 0.01 0.50
0.46 -0.14 0.24
0.09 0.37 0.17
0.40 -0.20 0.09
0.00 -0.07 -0.22
-0.18 0.28 0.05
-0.08 0.40 -0.10
0.57 -0.26 0.04
0.01 0.37 0.05
0.14 -1.16 0.82
-0.60 2.48 -0.74
1.80 -1.78 -0.48
-1.36 -0.43 -0.99
0.70 0.13 1.18
-1.02 -0.18 0.71
0.44 0.87 -0.24
-0.09 -0.09 -0.09
0.06 0.82 -0.26
0.08 -0.41 -0.40
-0.13 -0.17 0.40
0.37 -0.02 -0.15
0.42 0.35 0.15
0.49 0.23 0.13
-0.36 -0.33 -0.31
-0.10 0.13 -0.43
-0.11 -0.08 0.06
0.06 -0.26 0.20
-0.28 0.28 0.05
0.02 0.09 -0.02
-0.51 -0.30 0.40
0.13 -0.21 -0.16